The following is a quantum chemistry calculation of the molecule C3H5NOS, from the OMol25 dataset.

Output
M ... 103.146 g/mol
HOMO energy ... -0.3198 Ha
SMILES string ... C=CS/C=N\O
Energy relative to the best compared isomer or geometry (same formula, charge and spin) ... 76.2 kcal/mol
Charge ... 0
HOMO-LUMO gap ... 9.504 eV
Maximum force ... 0.031 hartree/bohr

Element x y z (Å)
C  -2.42764  -0.86041  -0.66013
C  -1.17568  -0.94304  -0.18886
S  -0.49607  0.31590  0.89957
C  1.20445  -0.02260  0.78439
N  1.97154  0.19588  -0.22011
O  1.39081  0.91700  -1.26795
H  -3.04887  0.04510  -0.64261
H  -2.87359  -1.68908  -1.13903
H  -0.57610  -1.80523  -0.41697
H  1.72724  -0.47295  1.65991
H  2.17436  1.11684  -1.78239



The following is a quantum chemistry calculation of a cluster of 5 separate species, C22H54N2O6 in total, from the OMol25 dataset.

Output
M ... 442.682 g/mol
HOMO energy ... -0.3438 Ha
SMILES string ... NCCCOC(=O)CCN.CCOCC.CCOCC.CCOCC.CCOCC
Energy relative to the best compared isomer or geometry (same formula, charge and spin) ... 11.3 kcal/mol
Charge ... 0
HOMO-LUMO gap ... 10.069 eV
Maximum force ... 0.095 hartree/bohr

Element x y z (Å)
N  4.88103  -2.53150  -2.24843
C  4.21868  -1.51657  -3.09139
C  2.89169  -1.12274  -2.43493
C  2.65609  0.40445  -2.32939
O  1.41395  0.78277  -2.95030
C  0.34616  0.75399  -2.10567
O  -0.19603  1.73672  -1.83946
C  -0.18510  -0.54338  -1.59204
C  -1.19980  -1.08716  -2.60075
N  -1.33634  -2.53987  -2.43116
H  4.91879  -2.15799  -1.30884
H  5.83051  -2.68771  -2.56395
H  4.85825  -0.66212  -3.29220
H  3.97623  -2.00818  -4.01955
H  2.85289  -1.53519  -1.43595
H  2.07280  -1.53803  -2.99697
H  2.69247  0.73213  -1.29744
H  3.43155  0.92181  -2.86673
H  -0.62903  -0.37627  -0.62950
H  0.55919  -1.31615  -1.46684
H  -0.84342  -0.89692  -3.59716
H  -2.13889  -0.57549  -2.42643
H  -1.96798  -2.71690  -1.66090
H  -1.77316  -2.90408  -3.26920
C  -0.57289  -5.70610  -6.99469
C  0.51998  -4.80089  -6.45098
O  0.25777  -4.29416  -5.15602
C  0.09639  -5.25531  -4.12527
C  1.30958  -6.14474  -3.91282
H  -1.52875  -5.18013  -7.01388
H  -0.32829  -6.02479  -8.00858
H  -0.70164  -6.60246  -6.38682
H  0.61436  -3.92659  -7.09593
H  1.49011  -5.30989  -6.47263
H  -0.80142  -5.85887  -4.30656
H  -0.09208  -4.68373  -3.21736
H  1.53838  -6.74765  -4.79319
H  1.13387  -6.82564  -3.07943
H  2.18940  -5.53940  -3.68914
C  -4.23567  -2.17188  3.61506
C  -2.81290  -2.60176  3.93184
O  -2.01668  -2.84723  2.78749
C  -1.83344  -1.75489  1.90662
C  -1.16694  -0.54720  2.54366
H  -4.73247  -2.92341  2.99971
H  -4.80386  -2.04258  4.53683
H  -4.26649  -1.22685  3.07085
H  -2.83690  -3.54341  4.48063
H  -2.32496  -1.87175  4.58749
H  -2.78845  -1.47155  1.44786
H  -1.20130  -2.13023  1.10031
H  -1.76498  -0.12749  3.35389
H  -1.01851  0.23576  1.79989
H  -0.19620  -0.82238  2.95937
C  0.51260  2.95099  2.01663
C  1.93337  2.53424  2.35386
O  2.72697  2.25741  1.21432
C  2.89824  3.31723  0.29121
C  3.57356  4.55135  0.86460
H  0.02300  2.18324  1.41621
H  -0.06442  3.10697  2.92995
H  0.48424  3.87953  1.44500
H  1.91195  1.60826  2.92993
H  2.41691  3.28392  2.98995
H  1.93611  3.57554  -0.16440
H  3.51808  2.90931  -0.50845
H  2.98700  5.00466  1.66467
H  3.70948  5.30112  0.08448
H  4.55102  4.29480  1.27656
C  -2.13897  6.80329  5.95135
C  -1.44413  6.18521  4.74975
O  -1.43752  4.76952  4.75395
C  -2.70229  4.13311  4.75089
C  -3.56125  4.47221  3.54436
H  -1.67610  6.45937  6.87742
H  -2.06970  7.89065  5.90781
H  -3.19659  6.53953  5.99329
H  -0.39559  6.48417  4.74977
H  -1.87581  6.56263  3.81601
H  -3.23886  4.34640  5.68226
H  -2.49282  3.06260  4.75203
H  -3.80682  5.53394  3.50080
H  -4.49806  3.91507  3.58166
H  -3.03918  4.21540  2.62110



The following is a quantum chemistry calculation of a cluster of 39 separate species, F6H76O38P in total, from the OMol25 dataset.

Output
M ... 829.532 g/mol
HOMO energy ... -0.2803 Ha
Energy relative to the best compared isomer or geometry (same formula, charge and spin) ... 74.9 kcal/mol
Charge ... -1
HOMO-LUMO gap ... 8.124 eV
Maximum force ... 0.038 hartree/bohr

Element x y z (Å)
P  -0.61011  -0.06839  -0.15871
F  -1.98455  0.35074  -0.92660
F  -0.25683  1.44063  0.16072
F  -1.31995  -0.05910  1.31601
F  0.73950  -0.42791  0.59546
F  -0.99072  -1.66991  -0.37063
F  0.23690  -0.05487  -1.59705
O  2.80822  -1.55217  1.72151
H  2.35863  -0.74295  1.47807
H  2.45066  -2.21307  1.12856
O  -3.43502  -2.42446  0.72709
H  -2.63583  -2.11933  0.29764
H  -3.96097  -2.79629  0.01903
O  -3.01909  -4.16327  3.12315
H  -3.74234  -4.69723  3.45183
H  -3.22676  -4.02016  2.19977
O  4.57750  -0.39601  -3.87402
H  4.40591  -0.18751  -4.79235
H  5.36695  0.10058  -3.65863
O  2.88765  1.44116  1.74523
H  2.05864  1.75419  2.10716
H  3.49727  2.16686  1.87926
O  -0.17840  -1.21580  3.25492
H  -0.29520  -0.59099  2.53924
H  0.57361  -0.88232  3.74431
O  5.30012  0.02677  1.09255
H  5.50059  -0.52201  0.33434
H  4.34646  -0.00673  1.16762
O  -4.75005  -0.81376  -2.70302
H  -4.55365  0.11135  -2.55527
H  -4.03511  -1.12520  -3.25809
O  -0.96795  2.74305  -2.14386
H  -0.24918  2.16471  -2.39905
H  -1.06347  2.60567  -1.20140
O  2.32250  2.73855  -2.77682
H  3.26634  2.59309  -2.71175
H  2.11213  2.54421  -3.69017
O  1.79143  2.22326  -5.41269
H  1.56188  3.12433  -5.63990
H  2.07495  1.83218  -6.23907
O  4.01867  -2.96087  4.71434
H  3.78829  -2.70909  3.82005
H  3.24934  -3.42995  5.03734
O  -5.03771  -3.11430  -1.34287
H  -4.81175  -2.40241  -1.94151
H  -5.97207  -3.26275  -1.48836
O  2.00646  -6.28703  0.11437
H  2.40053  -5.93682  -0.68456
H  1.83387  -5.51602  0.65474
O  2.83186  -5.16483  -2.40356
H  2.37337  -4.37387  -2.12002
H  3.25827  -4.91429  -3.22310
O  5.03765  -1.32430  -1.31016
H  4.35468  -1.96616  -1.11576
H  4.82664  -1.00793  -2.18858
O  1.60806  4.91301  3.40381
H  1.30702  4.05829  3.71214
H  1.45562  4.89463  2.45901
O  2.09223  -0.65878  4.64819
H  2.62177  -0.26709  3.95365
H  2.66649  -1.31156  5.04863
O  -3.08629  -0.62009  5.32934
H  -2.97119  -1.54420  5.55075
H  -3.60411  -0.62887  4.52435
O  1.54662  -2.57112  -1.27650
H  1.34806  -2.51162  -2.21099
H  1.00043  -1.89728  -0.87173
O  -3.83265  1.80222  -2.36250
H  -4.30466  2.57600  -2.67025
H  -2.91391  2.07055  -2.35051
O  1.83011  -4.48718  2.14135
H  2.59869  -3.97704  2.39682
H  1.17536  -4.28585  2.80993
O  -4.80294  -1.09729  2.93060
H  -4.31143  -1.19051  2.11454
H  -5.23665  -1.94256  3.04743
O  -1.73605  0.33372  -5.83646
H  -2.19351  -0.47699  -5.61352
H  -1.18917  0.51846  -5.07290
O  -1.61508  4.71651  -3.79802
H  -1.44640  4.00934  -3.17537
H  -1.31566  4.37197  -4.63938
O  -5.16332  3.17098  0.60180
H  -4.69064  3.62714  1.29802
H  -4.83650  2.27207  0.63892
O  0.43837  0.24397  -4.03598
H  1.14862  0.80559  -4.34639
H  0.67264  0.03896  -3.13082
O  -0.91767  4.69373  2.00958
H  -0.47346  5.40271  1.54454
H  -1.84125  4.94512  2.00460
O  2.04933  4.14323  -0.57936
H  1.18261  4.37986  -0.24917
H  1.87404  3.55260  -1.31193
O  -2.65822  -2.05598  -4.37037
H  -1.85393  -2.52580  -4.59086
H  -3.26308  -2.26897  -5.08101
O  -4.44220  0.50646  0.18666
H  -4.09297  -0.38436  0.21321
H  -4.22100  0.82496  -0.68848
O  4.85691  2.02193  -1.28481
H  5.31112  1.26266  -1.65010
H  4.19051  1.64837  -0.70810
O  0.22729  2.37876  3.53771
H  -0.52033  1.78176  3.56743
H  -0.06152  3.09719  2.97497
O  -2.34990  1.12223  3.51975
H  -2.42862  0.85637  2.60359
H  -2.03794  0.33797  3.97126
O  -2.88888  3.46224  5.06429
H  -3.31908  4.01127  4.40876
H  -2.56251  2.70999  4.57049
O  -0.11628  -3.75322  3.55497
H  -0.30844  -2.82303  3.43643
H  -0.97577  -4.17256  3.59564
O  0.80214  -2.35737  -4.58189
H  0.46864  -1.49648  -4.32913
H  1.41515  -2.17746  -5.29468
O  3.79165  4.10833  1.70525
H  3.23078  4.29343  0.95199
H  4.55210  4.67681  1.58368



The following is a quantum chemistry calculation of a structure of composition C29H54FeP2Si, from the OMol25 dataset.

Output
M ... 548.630 g/mol
2S+1 ... 6
HOMO energy (spin up / spin down) ... -0.3608 / -0.3958 Ha
Charge ... +1
HOMO-LUMO gap (spin up / spin down) ... 8.034 / 7.593 eV
Maximum force ... 0.087 hartree/bohr

Element x y z (Å)
Fe  0.15073  -0.43552  -0.55346
C  0.90068  -2.53387  0.17054
C  1.33857  -2.17764  -1.15483
C  2.35264  -0.74773  0.36354
C  1.60489  -1.71176  1.09782
C  2.23921  -1.05516  -1.03370
C  0.11169  -3.74803  0.50209
H  -0.62953  -3.97507  -0.27792
H  -0.41463  -3.64201  1.45922
H  0.77068  -4.62866  0.58680
C  1.66760  -1.87582  2.56231
H  1.05414  -2.71023  2.91369
H  1.33469  -0.95822  3.05768
H  2.70148  -2.06337  2.88414
C  3.23544  0.26487  0.99003
H  4.10221  -0.20870  1.46721
H  2.68573  0.80932  1.76568
H  3.61517  0.99367  0.26528
C  3.10103  -0.53888  -2.12822
H  3.85346  -1.28969  -2.42312
H  3.63099  0.37101  -1.82543
H  2.49666  -0.31301  -3.01558
C  1.15753  -3.02605  -2.34926
H  1.86139  -3.87447  -2.34832
H  1.33001  -2.44323  -3.25684
H  0.13948  -3.43229  -2.38773
C  -2.25541  -0.28011  -2.32864
C  -1.79507  -1.53628  -2.50771
C  -1.79501  -2.19145  -3.86610
C  -0.64275  -1.78690  -4.81066
C  0.19349  -0.62976  -4.33448
C  -0.31578  0.59863  -4.22229
C  -1.74799  0.92156  -4.56668
C  -2.79307  0.52950  -3.49655
H  -2.74194  -2.01309  -4.40033
H  -1.08286  -1.57808  -5.79977
H  -1.75016  -3.27921  -3.72347
H  -3.60476  -0.00943  -4.01707
H  -2.49632  0.12448  -1.33946
H  -1.64415  -2.21722  -1.66202
H  -3.26192  1.45019  -3.11878
H  -1.82345  2.00677  -4.73913
H  0.32735  1.48186  -4.18406
H  -2.04949  0.45851  -5.52282
H  0.00334  -2.65949  -4.96760
H  1.27107  -0.78313  -4.38612
P  -1.97668  -0.62093  1.27064
C  -1.70024  -1.25708  2.94555
H  -2.65416  -1.23559  3.48483
H  -0.97110  -0.60844  3.43876
H  -1.30625  -2.27958  2.91892
C  -2.99958  0.85447  1.52753
H  -3.73192  0.63207  2.31173
H  -3.51193  1.14028  0.60317
H  -2.34737  1.67099  1.84848
C  -3.13743  -1.87197  0.60774
H  -3.42967  -1.62596  -0.42070
H  -4.02187  -1.89900  1.25838
H  -2.65081  -2.85601  0.59990
P  0.28659  2.15891  -0.55899
C  1.47893  2.43659  -1.91671
H  1.31790  3.44141  -2.33187
H  1.34583  1.69054  -2.70807
H  2.50412  2.35135  -1.53238
C  -1.32255  2.72275  -1.20488
H  -1.61456  2.12093  -2.07582
H  -1.24173  3.78082  -1.48721
H  -2.08771  2.60649  -0.42734
C  0.78920  3.46160  0.58399
H  0.81842  4.42505  0.06487
H  1.77927  3.20619  0.97975
H  0.08510  3.48047  1.42389
C  2.05124  0.62417  5.21751
Si  0.85380  1.78930  4.33300
C  -0.66348  1.93628  5.44996
C  1.66811  3.48791  4.27747
C  0.40537  1.17398  2.63029
C  0.10155  0.80425  1.44379
H  2.27469  1.01732  6.21959
H  3.00341  0.53182  4.67473
H  1.63056  -0.38470  5.34250
H  -0.35971  2.24100  6.46136
H  -1.36409  2.69127  5.06153
H  -1.20008  0.97854  5.52954
H  2.62503  3.45661  3.73733
H  1.01871  4.22444  3.78268
H  1.86800  3.84463  5.29667



Number 1: E_tot -17561.962 eV. Number 2: E_tot -38952.456 eV. Number 3: E_tot -104646.124 eV. Number 4: E_tot -91782.324 eV.